Entry 1:
{"formula": "C20H21N3O4S", "method": "ωB97M-V/def2-TZVPD", "symbols": ["S", "O", "O", "O", "O", "N", "N", "N", "C", "C", "C", "C", "C", "C", "C", "C", "C", "C", "C", "C", "C", "C", "C", "C", "C", "C", "C", "C", "H", "H", "H", "H", "H", "H", "H", "H", "H", "H", "H", "H", "H", "H", "H", "H", "H", "H", "H", "H", "H"], "coordinates": [[1.311, -0.067, -1.033], [-6.206, 0.566, 0.008], [4.726, 2.559, 1.436], [-5.308, -1.053, 1.277], [-0.376, 3.452, -0.478], [5.355, 0.528, 0.577], [-1.525, 1.551, -0.838], [3.849, -0.863, -0.610], [-6.584, -1.682, 1.422], [6.060, -1.619, -0.286], [-3.138, -0.295, -0.695], [4.393, 1.576, 0.812], [-3.818, 0.535, 0.402], [-5.253, 0.050, 0.527], [6.611, 0.726, 1.071], [-2.744, 2.302, -1.058], [0.887, 1.506, -0.376], [-0.388, 2.233, -0.564], [5.040, -0.630, -0.111], [5.688, -2.859, -1.025], [-1.669, 0.110, -0.818], [7.305, -1.394, 0.219], [-3.759, 2.030, 0.053], [7.589, -0.196, 0.911], [3.115, 1.285, 0.242], [1.951, 2.085, 0.252], [2.926, 0.078, -0.436], [-6.895, -2.584, 0.236], [5.333, -2.602, -2.021], [6.536, -3.534, -1.102], [-6.969, -1.990, -0.672], [-7.350, -0.906, 1.519], [8.083, -2.131, 0.092], [-3.156, 2.029, -2.034], [-2.475, 3.359, -1.075], [-1.119, -0.295, 0.038], [-3.661, -0.144, -1.639], [1.900, 3.058, 0.705], [6.741, 1.666, 1.588], [-4.745, 2.358, -0.279], [-3.188, -1.355, -0.446], [4.867, -3.359, -0.517], [-3.312, 0.328, 1.349], [-1.250, -0.329, -1.732], [-6.111, -3.327, 0.111], [-7.841, -3.090, 0.402], [-3.489, 2.603, 0.940], [-6.514, -2.256, 2.348], [8.573, -0.014, 1.309]], "charge": 0, "lumo_ev": -0.2, "gap_ev": 7.7, "multiplicity": 1}

***

Entry 2:
{"formula": "C20H21N3O5S", "method": "ωB97M-V/def2-TZVPD", "symbols": ["S", "O", "O", "O", "O", "O", "N", "N", "N", "C", "C", "C", "C", "C", "C", "C", "C", "C", "C", "C", "C", "C", "C", "C", "C", "C", "C", "C", "C", "H", "H", "H", "H", "H", "H", "H", "H", "H", "H", "H", "H", "H", "H", "H", "H", "H", "H", "H", "H", "H"], "coordinates": [[0.144, 0.688, -1.943], [0.185, -5.867, -2.375], [-2.571, 0.553, 0.369], [-1.271, 0.670, -2.191], [-1.068, 1.004, 2.620], [1.003, 0.652, -3.089], [1.497, 2.552, 0.968], [0.518, 1.979, -0.986], [-0.707, 3.156, 2.036], [-0.402, 4.052, 0.937], [0.590, -1.933, -1.103], [-1.314, 1.932, 1.864], [1.186, -6.831, -2.149], [1.122, 0.114, 0.344], [-3.549, 0.629, -0.526], [0.669, -0.544, -0.733], [0.351, 3.158, 3.028], [1.617, -2.842, -0.850], [1.606, 2.483, 2.411], [0.388, -4.599, -1.937], [-0.533, -2.375, -1.813], [-3.183, 2.688, 0.194], [-3.980, 1.916, -0.672], [-0.637, -3.687, -2.211], [1.546, -0.568, 1.604], [1.100, 3.900, 0.591], [-2.322, 1.807, 0.807], [1.022, 1.585, 0.141], [1.522, -4.158, -1.262], [2.344, -4.827, -1.059], [2.513, 3.019, 2.709], [1.677, 1.458, 2.748], [0.546, 4.193, 3.311], [-1.315, -1.668, -2.038], [2.554, -0.284, 1.903], [-3.855, -0.280, -1.003], [1.367, -6.981, -1.080], [2.125, -6.559, -2.643], [1.256, 4.030, -0.478], [1.721, 4.601, 1.150], [0.009, 2.600, 3.900], [0.808, -7.755, -2.583], [1.515, -1.644, 1.454], [-0.993, 3.772, 0.068], [2.520, -2.509, -0.362], [-4.757, 2.269, -1.318], [-0.633, 5.080, 1.231], [-1.502, -4.039, -2.750], [0.833, -0.331, 2.395], [-3.260, 3.742, 0.368]], "charge": 0, "lumo_ev": 0.0, "gap_ev": 8.3, "multiplicity": 1}

***

Entry 3:
{"formula": "C20H21N3O5S", "method": "ωB97M-V/def2-TZVPD", "symbols": ["S", "O", "O", "O", "O", "O", "N", "N", "N", "C", "C", "C", "C", "C", "C", "C", "C", "C", "C", "C", "C", "C", "C", "C", "C", "C", "C", "C", "C", "H", "H", "H", "H", "H", "H", "H", "H", "H", "H", "H", "H", "H", "H", "H", "H", "H", "H", "H", "H", "H"], "coordinates": [[-1.886, 2.141, -1.312], [2.042, -2.418, 2.902], [-3.834, 2.720, 1.786], [1.801, -0.610, -3.112], [-0.948, -2.048, -1.959], [-1.255, 0.391, 1.041], [0.151, 0.655, -2.193], [0.546, 2.039, -0.337], [0.240, -2.899, 1.640], [-1.038, -0.822, 1.558], [2.639, 2.001, 0.815], [3.617, 0.127, -1.006], [-0.792, 0.119, -3.153], [1.462, 0.152, -2.227], [-2.843, 2.233, 1.285], [1.820, 1.558, -0.229], [-0.314, -2.912, -2.883], [0.141, -1.588, 1.053], [-1.667, -0.987, -2.531], [-2.009, -1.125, 2.480], [-0.218, 1.567, -1.252], [2.316, 0.615, -1.146], [1.115, -4.639, 3.045], [4.408, 0.568, 0.029], [-2.871, -0.016, 2.524], [-2.001, 3.002, 0.285], [1.200, -3.212, 2.547], [3.916, 1.505, 0.938], [-2.371, 0.901, 1.624], [-2.451, 3.978, 0.106], [-1.437, 0.918, -3.523], [-0.965, 3.092, 0.623], [2.244, 2.724, 1.512], [0.554, -2.437, -3.348], [-0.200, -0.287, -3.977], [1.247, -5.330, 2.215], [-2.086, -2.023, 3.058], [3.972, -0.597, -1.724], [0.018, -3.776, -2.310], [-0.453, -3.580, 1.378], [5.412, 0.189, 0.143], [-2.349, -1.357, -3.310], [1.896, -4.809, 3.779], [0.072, -1.668, -0.039], [-2.258, -0.569, -1.713], [0.145, -4.822, 3.502], [4.545, 1.842, 1.748], [1.064, -1.053, 1.311], [-3.744, 0.114, 3.130], [-1.017, -3.236, -3.657]], "charge": 0, "lumo_ev": 0.2, "gap_ev": 8.6, "multiplicity": 1}

***

Please write out number 3 again, unchanged.
{"formula": "C20H21N3O5S", "method": "ωB97M-V/def2-TZVPD", "symbols": ["S", "O", "O", "O", "O", "O", "N", "N", "N", "C", "C", "C", "C", "C", "C", "C", "C", "C", "C", "C", "C", "C", "C", "C", "C", "C", "C", "C", "C", "H", "H", "H", "H", "H", "H", "H", "H", "H", "H", "H", "H", "H", "H", "H", "H", "H", "H", "H", "H", "H"], "coordinates": [[-1.886, 2.141, -1.312], [2.042, -2.418, 2.902], [-3.834, 2.720, 1.786], [1.801, -0.610, -3.112], [-0.948, -2.048, -1.959], [-1.255, 0.391, 1.041], [0.151, 0.655, -2.193], [0.546, 2.039, -0.337], [0.240, -2.899, 1.640], [-1.038, -0.822, 1.558], [2.639, 2.001, 0.815], [3.617, 0.127, -1.006], [-0.792, 0.119, -3.153], [1.462, 0.152, -2.227], [-2.843, 2.233, 1.285], [1.820, 1.558, -0.229], [-0.314, -2.912, -2.883], [0.141, -1.588, 1.053], [-1.667, -0.987, -2.531], [-2.009, -1.125, 2.480], [-0.218, 1.567, -1.252], [2.316, 0.615, -1.146], [1.115, -4.639, 3.045], [4.408, 0.568, 0.029], [-2.871, -0.016, 2.524], [-2.001, 3.002, 0.285], [1.200, -3.212, 2.547], [3.916, 1.505, 0.938], [-2.371, 0.901, 1.624], [-2.451, 3.978, 0.106], [-1.437, 0.918, -3.523], [-0.965, 3.092, 0.623], [2.244, 2.724, 1.512], [0.554, -2.437, -3.348], [-0.200, -0.287, -3.977], [1.247, -5.330, 2.215], [-2.086, -2.023, 3.058], [3.972, -0.597, -1.724], [0.018, -3.776, -2.310], [-0.453, -3.580, 1.378], [5.412, 0.189, 0.143], [-2.349, -1.357, -3.310], [1.896, -4.809, 3.779], [0.072, -1.668, -0.039], [-2.258, -0.569, -1.713], [0.145, -4.822, 3.502], [4.545, 1.842, 1.748], [1.064, -1.053, 1.311], [-3.744, 0.114, 3.130], [-1.017, -3.236, -3.657]], "charge": 0, "lumo_ev": 0.2, "gap_ev": 8.6, "multiplicity": 1}